One molecule with the formula C20H22N2O3, computed with ωB97M-V/def2-TZVPD.

For the HOMO energy, the calculation gives -0.3126 hartree. Its SMILES is CO/N=C1/C[C@@H](CO)N(C(=O)c2ccc(-c3ccccc3C)cc2)C1. As for the energy above the lowest of the compared OMol25 structures with the same formula, charge and spin: 389.1 kJ/mol. As for the spin multiplicity: 1. Its gap between HOMO and LUMO is 8.95 eV.

Positions of all 47 atoms, in Å:
1 C 2.97104 7.26173 -1.17434
2 O 2.94922 5.83010 -1.12597
3 N 2.13046 5.37647 -0.06288
4 C 1.79077 4.12562 -0.10833
5 C 0.96777 3.56903 1.01680
6 C 0.50237 2.20268 0.46052
7 C -0.94299 2.28422 -0.08784
8 O -1.10696 3.07247 -1.29092
9 N 1.48219 1.87878 -0.56294
10 C 1.61057 0.69444 -1.23560
11 O 2.34005 0.57704 -2.25796
12 C 0.78647 -0.47022 -0.86683
13 C 1.21219 -1.19544 0.24095
14 C 0.47249 -2.32913 0.68800
15 C -0.61814 -2.80546 -0.07526
16 C -1.32664 -4.04756 0.26168
17 C -1.70274 -4.91078 -0.82951
18 C -2.52814 -6.02084 -0.59942
19 C -2.92236 -6.30522 0.68779
20 C -2.53012 -5.50451 1.75368
21 C -1.73233 -4.37527 1.59192
22 C -1.51958 -3.58373 2.81672
23 C -0.99150 -2.08446 -1.23768
24 C -0.32654 -0.91445 -1.60057
25 C 2.20605 3.03691 -1.05590
26 H 1.98297 7.68632 -0.98910
27 H 3.37654 7.58078 -2.13779
28 H 3.62067 7.65552 -0.37226
29 H 1.57604 3.46744 1.91028
30 H 0.16205 4.22824 1.21639
31 H 0.58127 1.48234 1.27134
32 H -1.58746 2.75508 0.66643
33 H -1.34809 1.29312 -0.29611
34 H -2.04602 3.13961 -1.56308
35 H 2.09958 -0.85866 0.77013
36 H 0.77226 -2.83667 1.60903
37 H -1.36981 -4.67689 -1.83325
38 H -2.82038 -6.65061 -1.39594
39 H -3.60213 -7.14140 0.89592
40 H -2.91756 -5.70815 2.75894
41 H -0.76842 -4.06200 3.45451
42 H -1.20877 -2.53042 2.65796
43 H -2.45067 -3.54524 3.39536
44 H -1.83265 -2.42080 -1.82074
45 H -0.64417 -0.33640 -2.46193
46 H 1.95370 3.24458 -2.07007
47 H 3.29748 2.87179 -1.01214


One molecule with the formula C20H22N2O4, computed with ωB97M-V/def2-TZVPD.

For the HOMO energy, the calculation gives -0.2956 hartree. Its SMILES is COc1cccc(CNC(=O)c2ccc(NC(=O)[C@@H]3CCCO3)cc2)c1. As for the energy above the lowest of the compared OMol25 structures with the same formula, charge and spin: 1936.6 kJ/mol. As for the spin multiplicity: 1. Its gap between HOMO and LUMO is 7.76 eV.

Positions of all 48 atoms, in Å:
1 C -4.47964 -2.03908 2.51164
2 O -5.10980 -2.25834 1.24176
3 C -5.29454 -1.44628 0.25724
4 C -6.08215 -1.94476 -0.98811
5 C -6.30207 -0.97216 -1.83336
6 C -5.72412 0.23181 -1.67788
7 C -4.90736 0.74031 -0.85930
8 C -4.22838 2.24373 -0.64426
9 N -2.83725 1.95238 -0.79704
10 C -1.94969 1.70105 0.31128
11 O -2.39180 2.28501 1.55189
12 C -0.54598 1.52520 0.08517
13 C 0.34110 2.14018 1.14128
14 C 1.78866 1.72882 0.92450
15 C 2.13964 0.90053 0.01034
16 N 3.53820 0.82462 -0.12468
17 C 4.14312 -0.09432 -0.82301
18 O 3.70817 -0.71897 -2.05478
19 C 5.81569 -0.03250 -0.80332
20 C 6.40468 -1.62541 -0.92795
21 C 6.98624 -1.69041 0.54620
22 C 6.34030 -0.54288 1.27470
23 O 6.04085 0.32858 0.46584
24 C 1.33662 0.40404 -0.91911
25 C -0.13921 0.64014 -0.59435
26 C -4.79576 -0.14137 0.23027
27 H -4.45485 -2.92505 3.06496
28 H -3.39456 -1.96126 2.23799
29 H -4.81329 -1.31734 2.98587
30 H -6.41940 -2.80311 -0.86509
31 H -6.94102 -1.10507 -2.81691
32 H -5.79569 0.90529 -2.64323
33 H -4.52947 2.61451 0.52493
34 H -4.56317 2.65057 -1.46178
35 H -2.24759 1.46610 -1.40187
36 H -0.04294 3.01576 1.84446
37 H 2.46527 2.43706 1.50770
38 H 4.14226 1.24673 0.72286
39 H 6.13570 0.66668 -1.70607
40 H 5.66200 -2.02573 -1.15486
41 H 7.15211 -1.26321 -1.70614
42 H 8.15702 -1.43250 0.45471
43 H 6.93685 -2.74047 0.80137
44 H 5.35560 -1.11025 1.56713
45 H 6.94841 -0.25461 2.18981
46 H 1.43834 -0.34638 -1.41339
47 H -0.87261 0.04423 -1.40179
48 H -4.11450 0.09812 1.16441


One molecule with the formula C20H22N2O4, computed with ωB97M-V/def2-TZVPD.

For the HOMO energy, the calculation gives -0.2902 hartree. Its SMILES is CCOc1ccc(NC(=O)c2cccc3c2C(=O)N(CCOC)C3)cc1. As for the energy above the lowest of the compared OMol25 structures with the same formula, charge and spin: 196.1 kJ/mol. As for the spin multiplicity: 1. Its gap between HOMO and LUMO is 8.38 eV.

Positions of all 48 atoms, in Å:
1 C -1.80971 -4.47075 3.09798
2 C -0.57909 -3.57112 3.17117
3 O -0.90943 -2.20596 3.31873
4 C -1.39023 -1.50458 2.25233
5 C -1.84576 -0.21522 2.53787
6 C -2.31997 0.60270 1.53863
7 C -2.34708 0.16158 0.21651
8 N -2.82514 1.01838 -0.78135
9 C -2.35508 1.20864 -2.04176
10 O -2.89686 1.97736 -2.80965
11 C -1.14743 0.41864 -2.43647
12 C -1.17763 -0.39000 -3.56809
13 C -0.06234 -1.11515 -3.95776
14 C 1.12309 -1.04674 -3.23867
15 C 1.16932 -0.21984 -2.13471
16 C 0.05180 0.51381 -1.73890
17 C 0.41827 1.33291 -0.56310
18 O -0.24338 2.15239 0.04418
19 N 1.70069 0.99371 -0.26133
20 C 2.43638 1.62352 0.79761
21 C 3.55165 2.55039 0.26803
22 O 3.15064 3.37431 -0.79209
23 C 2.23130 4.38662 -0.43836
24 C 2.29935 0.07636 -1.19944
25 C -1.92805 -1.13195 -0.06391
26 C -1.44601 -1.95617 0.93937
27 H -1.50132 -5.51097 3.03875
28 H -2.41473 -4.23012 2.22726
29 H -2.41905 -4.33220 3.98739
30 H 0.06752 -3.72337 2.29751
31 H -0.00129 -3.80687 4.06951
32 H -1.80837 0.12402 3.56082
33 H -2.65239 1.60248 1.77071
34 H -3.49240 1.71874 -0.48112
35 H -2.09225 -0.45178 -4.13845
36 H -0.11769 -1.74230 -4.83500
37 H 1.98744 -1.61779 -3.54305
38 H 1.70561 2.19733 1.37342
39 H 2.88722 0.86591 1.44814
40 H 4.37443 1.95210 -0.13392
41 H 3.93275 3.14918 1.10976
42 H 2.61761 4.98986 0.39182
43 H 2.12161 5.01277 -1.32132
44 H 1.25414 3.97852 -0.16479
45 H 2.66681 -0.82312 -0.68999
46 H 3.13958 0.54619 -1.72432
47 H -1.98194 -1.51245 -1.07215
48 H -1.12260 -2.94996 0.67217


C20H22N2O4PdS2Sb2Se as an isolated structure, computed with ωB97M-V/def2-TZVPD.

For the HOMO energy, the calculation gives -0.0869 hartree. As for the energy above the lowest of the compared OMol25 structures with the same formula, charge and spin: 164.9 kJ/mol. As for the spin multiplicity: 1. Its gap between HOMO and LUMO is 6.46 eV. As for the net charge: -2.

Positions of all 54 atoms, in Å:
1 Pd -0.07170 0.87656 0.42290
2 C 1.33700 3.75894 4.56412
3 Sb 1.08522 2.13324 3.10950
4 C 3.17639 1.64971 3.22595
5 C 1.50438 3.44496 1.39750
6 C 0.41804 4.31006 0.83750
7 C -0.29666 5.14866 1.69874
8 C -1.31813 5.96775 1.25491
9 C -1.64797 5.97068 -0.09571
10 C -0.93326 5.16869 -0.96608
11 C 0.10574 4.33574 -0.53333
12 C 0.85389 3.54080 -1.55498
13 Sb -0.06424 1.69574 -2.30483
14 C -1.30633 2.82364 -3.71509
15 C 1.55741 1.43882 -3.69860
16 H 0.38977 4.23211 4.82145
17 H 2.02502 4.50972 4.16913
18 H 1.76888 3.33328 5.47182
19 H 3.76553 2.56631 3.29975
20 H 3.44216 1.09331 2.32966
21 H 3.36743 1.02192 4.09645
22 H 1.99789 2.81383 0.65972
23 H 2.28039 4.07279 1.85018
24 H -0.04574 5.13849 2.75310
25 H -1.86033 6.58860 1.95838
26 H -2.45193 6.59460 -0.46812
27 H -1.17294 5.18240 -2.02402
28 H 1.83208 3.21732 -1.21948
29 H 0.98022 4.13771 -2.46339
30 H -0.73113 3.64526 -4.15044
31 H -2.17808 3.22697 -3.19803
32 H -1.64991 2.16648 -4.51521
33 H 1.82401 2.39098 -4.16508
34 H 1.29566 0.71281 -4.46936
35 H 2.38692 1.05839 -3.10738
36 S -1.30286 -0.92101 0.67794
37 C -2.45470 -0.49130 1.90372
38 C -3.03877 -1.43268 2.73679
39 C -4.04174 -1.05495 3.62942
40 C -4.64267 -2.03937 4.47719
41 N -5.11206 -2.84224 5.15539
42 C -4.44621 0.28535 3.68731
43 C -3.84500 1.23245 2.85850
44 C -2.84069 0.86484 1.97350
45 S -2.07538 1.98785 0.88037
46 C -5.47018 0.70044 4.59860
47 N -6.30324 1.04015 5.31693
48 H -2.71865 -2.46577 2.70024
49 H -4.16136 2.26677 2.91344
50 O 1.82511 -1.39808 -1.27968
51 Se 2.56110 -0.43331 -0.20392
52 O 2.36890 1.13954 -0.67764
53 O 1.64808 -0.38982 1.21773
54 O 4.10067 -0.80580 0.10601


One molecule with the formula C20H22N2O4S, computed with ωB97M-V/def2-TZVPD.

For the HOMO energy, the calculation gives -0.3182 hartree. Its SMILES is CCOc1ccccc1CNS(=O)(=O)c1cc(-c2cc(C)no2)ccc1C. As for the energy above the lowest of the compared OMol25 structures with the same formula, charge and spin: 340.9 kJ/mol. As for the spin multiplicity: 1. Its gap between HOMO and LUMO is 8.95 eV.

Positions of all 49 atoms, in Å:
1 C -3.75638 -3.37334 0.32855
2 C -2.32808 -3.05216 -0.08395
3 O -2.32833 -1.77791 -0.69891
4 C -1.17142 -1.30760 -1.23529
5 C 0.04770 -1.97348 -1.18267
6 C 1.17031 -1.42376 -1.77892
7 C 1.09311 -0.20836 -2.42965
8 C -0.11705 0.46482 -2.47413
9 C -1.25111 -0.06551 -1.88608
10 C -2.55922 0.67364 -1.92979
11 N -2.93935 1.09346 -0.59050
12 S -1.85327 2.08656 0.21150
13 O -1.09477 2.87427 -0.72011
14 O -2.61788 2.78244 1.20879
15 C -0.76242 0.89932 0.98606
16 C 0.56737 0.95170 0.63727
17 C 1.45844 0.00914 1.14652
18 C 2.84783 0.01018 0.73976
19 C 3.57546 0.86473 -0.05018
20 C 4.86929 0.28907 -0.08306
21 C 6.07099 0.79111 -0.79276
22 N 4.89082 -0.80965 0.62722
23 O 3.65314 -0.99330 1.14154
24 C 0.97564 -0.95611 2.03145
25 C -0.35654 -0.97053 2.39399
26 C -1.26035 -0.04667 1.87438
27 C -2.70592 -0.07698 2.23205
28 H -3.79401 -4.35830 0.78518
29 H -4.40541 -3.36074 -0.54280
30 H -4.11811 -2.63742 1.04057
31 H -1.96471 -3.81073 -0.79086
32 H -1.66872 -3.04414 0.79473
33 H 0.13692 -2.92174 -0.67750
34 H 2.10757 -1.95787 -1.72958
35 H 1.96794 0.21591 -2.89738
36 H -0.18505 1.42434 -2.96323
37 H -2.46237 1.53648 -2.60088
38 H -3.34707 0.00935 -2.29701
39 H -3.86804 1.48388 -0.53722
40 H 0.88286 1.71822 -0.05027
41 H 3.24952 1.76219 -0.53026
42 H 6.90463 0.11728 -0.61997
43 H 5.87401 0.85747 -1.86146
44 H 6.32875 1.78567 -0.43275
45 H 1.65916 -1.69050 2.42975
46 H -0.70936 -1.71663 3.09198
47 H -3.27966 -0.39732 1.36362
48 H -3.04360 0.92401 2.48995
49 H -2.88838 -0.75567 3.06197